C6H8 | the ωB97M-V functional and the def2-TZVPD basis

The electronic energy comes out at -233.25315 Eh. The energy relative to the best compared isomer or geometry (same formula, charge and spin) comes out at 351.4 kJ/mol. The LUMO energy comes out at 0.0219 Ha. As for the HOMO energy: -8.1 eV. The value obtained for the frontier orbital gap is 0.318 Eh.

```
! wB97M-V def2-TZVPD RIJCOSX def2/J DEFGRID3
* xyz 0 1
C 0.178 0.579 0.546
C 1.399 -0.717 -0.129
C 1.555 0.388 0.684
C -0.329 1.697 -0.298
C -0.020 -1.337 -0.316
C -0.745 -0.572 0.819
H -0.515 -1.081 -1.268
H 0.487 2.078 -0.915
H 0.029 -2.421 -0.227
H -0.586 -1.046 1.791
H -1.807 -0.347 0.674
H -0.697 2.488 0.357
H -1.152 1.362 -0.941
H 2.203 -1.072 -0.778
*
```

***

ClH2N2O | the ωB97M-V functional and the def2-TZVPD basis

The electronic energy comes out at -646.03351 Eh. The energy relative to the best compared isomer or geometry (same formula, charge and spin) comes out at 596.7 kJ/mol. The LUMO energy (alpha / beta) comes out at 0.1678 / 0.1169 Ha. As for the HOMO energy (alpha / beta): -3.8 / -2.3 eV. The value obtained for the frontier orbital gap (alpha / beta) is 0.307 / 0.201 Eh.

```
! wB97M-V def2-TZVPD RIJCOSX def2/J DEFGRID3
* xyz -1 1
Cl -0.709 -0.191 2.894
O 0.919 0.292 0.965
N 0.133 0.275 -2.061
N 0.178 -0.652 1.327
H 0.348 -0.006 -1.026
H -0.868 0.281 -2.099
*
```

***

C31H49ClP2Pb | the ωB97M-V functional and the def2-TZVPD basis

The electronic energy comes out at -2545.46724 Eh. The energy relative to the best compared isomer or geometry (same formula, charge and spin) comes out at 187.8 kJ/mol. The LUMO energy (alpha / beta) comes out at -0.2972 / -0.2972 Ha. As for the HOMO energy (alpha / beta): -11.4 / -11.3 eV. The value obtained for the frontier orbital gap (alpha / beta) is 0.120 / 0.117 Eh.

```
! wB97M-V def2-TZVPD RIJCOSX def2/J DEFGRID3
* xyz 2 1
Pb 1.870 2.409 -2.704
Cl -4.542 -0.798 -2.771
P -1.732 2.110 -1.824
P -0.241 -0.788 -3.461
C 1.161 1.117 -6.470
C 1.801 3.553 -4.495
C -1.243 3.915 -1.832
C 0.557 -3.040 2.359
C 0.416 3.300 -4.747
C 1.986 0.353 1.765
C -5.302 -1.725 1.039
C 0.870 -1.604 2.184
C -3.367 2.519 -1.160
C -3.053 -1.728 -0.641
C 0.765 0.685 2.421
C -2.973 -2.244 0.686
C 0.567 2.328 -7.090
C -4.099 -2.236 1.488
C 3.132 -1.844 1.005
C -4.346 -1.271 -1.118
C 2.038 -1.064 1.616
C 1.585 -0.361 -3.556
C -0.090 3.334 -6.120
C 2.943 3.334 -5.475
C 0.074 -0.531 2.678
C 3.049 1.307 1.391
C -5.414 -1.252 -0.256
C 2.422 0.899 -6.084
C -2.095 1.578 -3.602
C -1.194 0.557 -4.313
C -1.912 -1.735 -1.471
C 3.458 1.918 -5.803
C 0.157 -1.939 -4.823
C -1.211 -0.664 3.382
C 0.339 2.028 2.840
H 2.116 4.377 -3.776
H 0.655 -1.373 -5.630
H 0.809 2.806 2.233
H 3.654 -2.441 1.765
H 3.723 1.508 2.242
H 2.594 3.925 -6.327
H -2.029 -2.712 0.987
H 0.349 -3.286 3.410
H -1.540 0.298 3.793
H -3.995 -2.620 2.477
H -1.149 -1.396 4.203
H -3.123 1.170 -3.553
H 4.085 2.087 -6.699
H -2.153 2.491 -4.199
H -6.143 -1.677 1.704
H 0.596 2.229 3.887
H 2.755 -2.551 0.253
H -0.316 3.645 -4.027
H 1.348 2.853 -7.637
H 1.395 -3.653 2.011
H 3.686 0.921 0.580
H -1.763 -0.002 -5.060
H -0.421 1.151 -4.798
H -4.077 1.719 -1.375
H -1.174 3.188 -6.149
H 1.610 0.689 -4.033
H 1.952 -0.435 -2.531
H 3.767 3.800 -4.918
H -0.222 2.004 -7.794
H 0.091 4.347 -6.525
H -2.072 -1.742 -2.603
H 2.253 -1.033 -4.194
H -3.665 3.470 -1.593
H -0.325 -3.327 1.776
H 0.880 -2.664 -4.368
H -0.745 2.136 2.752
H -2.015 4.540 -2.273
H -1.999 -1.018 2.701
H 0.503 0.262 -6.606
H 2.645 2.282 1.082
H 3.872 -1.198 0.526
H -0.212 4.208 -2.176
H -1.187 4.210 -0.774
H -0.771 -2.429 -5.094
H -0.915 -1.928 -1.087
H -3.240 2.586 -0.066
H -6.325 -0.823 -0.618
H 4.123 1.512 -5.013
H 2.829 -0.113 -6.116
*
```

***

H18O9 | the ωB97M-V functional and the def2-TZVPD basis

The electronic energy comes out at -687.47383 Eh. The energy relative to the best compared isomer or geometry (same formula, charge and spin) comes out at 1449.2 kJ/mol. The LUMO energy comes out at 0.0007 Ha. As for the HOMO energy: -9.1 eV. The value obtained for the frontier orbital gap is 0.335 Eh.

```
! wB97M-V def2-TZVPD RIJCOSX def2/J DEFGRID3
* xyz 0 1
O 1.780 0.542 1.615
O 0.043 0.060 -2.209
O -0.467 -2.358 1.581
O 0.548 0.059 -0.161
O -0.209 0.379 2.193
O 1.811 1.933 -1.309
O -1.792 -2.018 -0.412
O -0.173 2.169 -2.114
O -1.419 -0.412 0.803
H 2.293 -0.194 1.281
H 0.050 0.047 3.053
H 0.710 2.313 -1.773
H 0.295 -0.024 -1.080
H -0.204 1.234 -2.314
H 0.492 -0.785 -2.167
H 1.754 1.165 0.889
H -0.875 -0.164 -2.358
H 2.036 2.226 -0.426
H 1.968 0.988 -1.295
H -1.732 -1.298 0.216
H -1.106 -3.055 1.724
H -0.915 -0.142 1.571
H -0.253 -0.133 0.327
H 0.617 0.586 1.757
H -2.182 -1.625 -1.192
H -0.932 -1.711 1.051
H -2.136 0.219 0.752
*
```

***

C18H11AsBrCl5NO6OsS | the ωB97M-V functional and the def2-TZVPD basis

The electronic energy comes out at -8798.00962 Eh. The expectation value of S² is 6.034. The energy relative to the best compared isomer or geometry (same formula, charge and spin) comes out at 191.5 kJ/mol. The LUMO energy (alpha / beta) comes out at -0.1306 / -0.2410 Ha. As for the HOMO energy (alpha / beta): -12.4 / -12.3 eV. The value obtained for the frontier orbital gap (alpha / beta) is 0.324 / 0.211 Eh.

```
! wB97M-V def2-TZVPD RIJCOSX def2/J DEFGRID3
* xyz 1 5
Os 0.404 -0.562 0.667
Br 0.131 -0.573 3.837
As 3.224 -0.636 -0.526
Cl -2.824 -6.270 1.228
Cl -2.661 -1.163 -0.482
Cl 0.015 -5.910 2.446
Cl -4.135 -3.936 -0.364
Cl 1.524 -3.192 2.030
S 1.554 2.251 -0.484
O 3.889 -0.344 0.900
O 4.264 -1.832 -1.278
O 1.568 1.077 0.461
O 0.198 2.744 -0.559
O 1.739 -1.509 -0.330
O 2.601 3.179 -0.239
N -0.980 0.632 1.653
C -2.015 -4.786 1.076
C 3.036 -0.191 -3.363
C -2.623 -3.716 0.394
C -2.440 2.544 1.606
C -2.455 2.559 2.999
C -1.963 -2.493 0.338
C 1.636 1.452 -4.431
C -0.734 -4.622 1.624
C -0.685 -2.272 0.871
C -3.153 3.550 0.777
C -1.723 1.618 3.707
C 2.746 0.384 -2.132
C -0.983 0.700 2.992
C 1.357 2.029 -3.202
C 1.912 1.472 -2.068
C -0.085 -3.394 1.482
C 2.489 0.362 -4.510
C -1.701 1.540 0.983
H -3.028 3.301 3.536
H -3.846 3.067 0.091
H -2.421 4.091 0.178
H -1.662 1.491 -0.097
H 1.172 1.847 -5.321
H 4.984 -2.077 -0.688
H 0.699 2.877 -3.096
H 2.713 -0.071 -5.472
H 3.674 -1.062 -3.418
H -3.705 4.246 1.402
H -1.710 1.597 4.784
*
```

***

C46H64CdF6N2O2PSbSe | the ωB97M-V functional and the def2-TZVPD basis

The electronic energy comes out at -5801.47986 Eh. The expectation value of S² is 0.773. The LUMO energy (alpha / beta) comes out at 0.0809 / 0.0809 Ha. As for the HOMO energy (alpha / beta): -3.6 / -5.0 eV. The value obtained for the frontier orbital gap (alpha / beta) is 0.213 / 0.263 Eh.

```
! wB97M-V def2-TZVPD RIJCOSX def2/J DEFGRID3
* xyz -1 2
Sb 1.714 -2.925 -2.998
Cd 1.101 -0.375 -1.356
Se -1.410 -0.889 -0.768
P -0.425 -0.133 -4.995
F -1.483 -0.646 -6.080
F -1.544 0.770 -4.288
F 0.726 -1.074 -5.653
F 0.693 0.350 -3.854
F 0.020 1.078 -5.929
F -0.827 -1.366 -4.011
O 0.143 1.842 -1.010
O 0.994 -0.148 0.902
N 2.846 0.866 -1.195
N 3.024 2.108 -1.623
C 3.915 0.379 -0.430
C -5.550 3.924 1.205
C 3.973 -0.983 -0.106
C 3.001 -4.571 -2.433
C -1.099 5.075 1.831
C -2.821 -3.184 3.874
C 5.984 -0.664 1.185
C -1.808 -2.326 3.110
C 0.316 -1.042 3.032
C 0.568 -4.073 -4.412
C 2.532 0.335 3.159
C -6.119 2.197 -0.493
C -3.301 1.091 -0.074
C 2.289 -1.798 4.384
C -3.771 2.326 0.361
C 0.118 4.270 -3.774
C -5.246 2.499 0.735
C 1.519 -0.568 3.880
C -2.941 -4.566 3.208
C -0.315 3.369 -2.819
C -0.005 5.315 -0.369
C -1.110 2.029 -0.473
C 3.299 -1.852 -3.995
C 3.926 -2.467 -5.250
C -0.652 -1.801 3.689
C 0.143 -0.781 1.638
C 1.240 -4.426 -5.740
C -5.607 1.527 1.869
C 4.985 -1.495 0.690
C -0.469 4.279 0.676
C -4.199 -2.503 3.864
C 1.985 2.793 -2.233
C 2.285 -5.677 -1.643
C 5.947 0.687 0.858
C -2.405 -3.395 5.329
C 0.751 3.548 1.263
C 2.385 3.783 -3.150
C -2.007 -2.035 1.768
C -1.480 3.219 0.163
C 4.935 1.208 0.064
C -2.831 3.339 0.503
C 0.590 2.684 -2.038
C -1.079 -1.277 1.077
C 0.990 0.224 5.090
C -1.984 0.940 -0.473
C 1.482 4.502 -3.912
H -2.352 -2.447 5.873
H 0.317 -4.977 -3.849
H -4.144 -1.527 4.356
H 1.637 -2.499 4.918
H 3.292 0.645 3.888
H -6.613 4.005 1.453
H 4.256 -3.497 -5.091
H -0.313 5.670 2.301
H 3.094 -1.490 5.065
H -4.948 1.677 2.729
H -1.871 5.770 1.485
H -5.329 4.659 0.422
H -3.644 -5.203 3.759
H 2.201 -4.928 -5.601
H -0.839 5.658 -0.988
H 1.828 0.649 5.657
H -3.297 -4.480 2.178
H 0.350 1.049 4.753
H 4.040 -1.729 -3.202
H 0.440 2.882 2.076
H 6.717 1.351 1.238
H 4.993 -2.552 0.932
H -0.483 -2.002 4.742
H -4.555 -2.343 2.842
H 0.771 4.927 -1.031
H -1.967 -5.062 3.186
H -4.940 -3.117 4.391
H 3.432 -4.965 -3.359
H -5.952 1.182 -0.864
H -5.890 2.891 -1.307
H 2.977 -6.476 -1.350
H 1.841 5.233 -4.628
H -3.155 4.278 0.928
H -1.532 4.419 2.593
H 1.828 -5.285 -0.727
H 0.598 -5.100 -6.316
H 3.028 -0.177 2.337
H -3.947 0.219 -0.088
H 0.409 6.183 0.157
H 0.402 -0.399 5.774
H -3.143 -4.030 5.828
H -1.431 -3.890 5.400
H 3.823 -4.146 -1.848
H -1.373 3.204 -2.670
H -7.181 2.298 -0.239
H 4.801 -1.885 -5.559
H 3.221 -2.460 -6.081
H -0.352 -3.511 -4.573
H 1.279 2.945 0.524
H 4.896 2.260 -0.179
H 2.060 1.230 2.749
H 3.453 3.929 -3.258
H 3.209 -1.656 -0.474
H -4.976 4.187 2.101
H -6.642 1.687 2.190
H 1.402 -3.535 -6.344
H 1.457 4.282 1.670
H -5.508 0.484 1.551
H 2.743 -2.328 3.539
H 6.771 -1.065 1.813
H 2.892 -0.865 -4.215
H 1.487 -6.142 -2.232
H -0.604 4.783 -4.401
H -2.890 -2.384 1.241
*
```

***

C3H5NO2 | the ωB97M-V functional and the def2-TZVPD basis

The electronic energy comes out at -322.52562 Eh. The energy relative to the best compared isomer or geometry (same formula, charge and spin) comes out at 127.9 kJ/mol. As for the structure (SMILES): O=C1NCCO1. The LUMO energy comes out at 0.0235 Ha. As for the HOMO energy: -10.2 eV. The value obtained for the frontier orbital gap is 0.398 Eh.

```
! wB97M-V def2-TZVPD RIJCOSX def2/J DEFGRID3
* xyz 0 1
O 2.051 -0.027 0.124
O 0.116 -1.096 -0.069
N -0.008 1.119 -0.225
C -1.403 0.664 0.104
C 0.842 0.089 -0.066
C -1.205 -0.808 0.000
H -2.329 1.113 -0.508
H -1.502 -1.257 -0.874
H -1.579 0.917 1.200
H -1.628 -1.377 0.891
H 0.355 2.082 0.192
*
```

***

CI2NO2 | the ωB97M-V functional and the def2-TZVPD basis

The electronic energy comes out at -838.73673 Eh. The energy relative to the best compared isomer or geometry (same formula, charge and spin) comes out at 71.9 kJ/mol. The LUMO energy (alpha / beta) comes out at 0.0894 / 0.0592 Ha. As for the HOMO energy (alpha / beta): -5.2 / -5.3 eV. The value obtained for the frontier orbital gap (alpha / beta) is 0.279 / 0.253 Eh.

```
! wB97M-V def2-TZVPD RIJCOSX def2/J DEFGRID3
* xyz -1 1
I 2.335 -1.708 -2.105
I -1.832 0.951 2.099
O 1.024 -0.308 -0.159
O -1.162 -0.126 -0.734
N -0.203 1.055 0.995
C -0.161 0.136 -0.094
*
```

***

C6H12O | the ωB97M-V functional and the def2-TZVPD basis

The electronic energy comes out at -310.98993 Eh. The energy relative to the best compared isomer or geometry (same formula, charge and spin) comes out at 182.1 kJ/mol. As for the structure (SMILES): C=CC(=C)CC.O. The LUMO energy comes out at 0.0301 Ha. As for the HOMO energy: -9.7 eV. The value obtained for the frontier orbital gap is 0.385 Eh.

```
! wB97M-V def2-TZVPD RIJCOSX def2/J DEFGRID3
* xyz 0 1
O 2.324 0.014 3.372
C -1.149 1.935 -0.945
C 0.225 -0.236 -0.558
C -1.333 -2.123 0.151
C -0.760 -0.946 0.289
C 1.544 -0.345 -0.409
C -0.358 0.729 -1.565
H -1.036 0.121 -2.174
H 1.448 -0.400 3.447
H -0.987 1.983 0.123
H 2.562 -0.122 2.450
H 0.413 1.136 -2.211
H -0.687 2.825 -1.343
H 2.038 -1.107 0.190
H -2.214 1.876 -1.141
H -0.977 -0.365 1.161
H 2.201 0.343 -0.930
H -2.076 -2.556 0.808
H -1.178 -2.763 -0.715
*
```

***

C6H9N3O2 | the ωB97M-V functional and the def2-TZVPD basis

The electronic energy comes out at -548.70152 Eh. The energy relative to the best compared isomer or geometry (same formula, charge and spin) comes out at 314.7 kJ/mol. As for the structure (SMILES): COC(/C=C(\N)OC)=N\C#N. The LUMO energy comes out at 0.0166 Ha. As for the HOMO energy: -8.6 eV. The value obtained for the frontier orbital gap is 0.331 Eh.

```
! wB97M-V def2-TZVPD RIJCOSX def2/J DEFGRID3
* xyz 0 1
O 2.726 1.165 0.344
O -2.063 0.199 0.668
N 3.880 -0.155 -2.264
N 1.723 -0.230 -1.142
N -0.808 -0.866 -0.736
C 2.856 1.281 1.750
C 0.349 0.758 0.448
C 2.907 -0.329 -1.766
C -0.837 0.163 0.172
C 1.624 0.607 -0.124
C -2.237 1.091 1.782
H -3.293 1.088 2.042
H -1.719 0.768 2.676
H -1.664 -1.322 -0.826
H 2.064 1.887 2.099
H 0.067 -1.241 -1.146
H 3.769 1.819 1.940
H 0.322 1.609 1.093
H -1.921 2.075 1.431
H 2.838 0.217 2.143
*
```

***

C5H15N3 | the ωB97M-V functional and the def2-TZVPD basis

The electronic energy comes out at -363.54330 Eh. The energy relative to the best compared isomer or geometry (same formula, charge and spin) comes out at 640.1 kJ/mol. The LUMO energy comes out at -0.0853 Ha. As for the HOMO energy: -7.8 eV. The value obtained for the frontier orbital gap is 0.201 Eh.

```
! wB97M-V def2-TZVPD RIJCOSX def2/J DEFGRID3
* xyz 0 1
N -1.344 -2.271 0.440
N 1.556 2.410 -1.182
N 0.639 -1.006 -0.315
C 1.784 1.093 -1.256
C 0.483 0.974 1.049
C 0.538 0.360 -0.364
C -2.372 -1.580 -0.313
C -0.543 0.366 1.994
H 0.537 -1.427 -1.241
H 2.678 0.778 -0.743
H -1.280 -3.205 0.043
H -0.273 -1.647 0.184
H -2.882 -0.795 0.236
H -0.460 0.788 2.983
H -0.393 -0.715 2.024
H -1.571 0.461 1.633
H -0.350 0.616 -0.943
H 1.743 0.791 -2.303
H 1.087 2.682 -2.047
H -1.917 -0.979 -1.124
H 0.360 2.053 0.884
H -3.098 -2.251 -0.772
H 1.466 0.761 1.459
*
```

***

- The highest electronic energy belongs to which entry?
  C6H8

***

- electronic energy of number 9 (C6H12O)?
  -310.98993 Eh

***

- Among the records above, which one has the lowest electronic energy?
  C18H11AsBrCl5NO6OsS

***

- electronic energy of number 5 (C18H11AsBrCl5NO6OsS)?
  -8798.00962 Eh